(1)
Computed, not measured: a cluster of 10 separate species, C41H62BN9O in total, with ωB97M-V/def2-TZVPD.

Last column: Mulliken charge in e.
Atoms and positions in Å:
C1 -4.0863 -0.9933 2.2420  -1.96
C2 -3.6928 -2.0781 1.2735  1.89
C3 -3.4010 -1.5050 -0.0985  -1.06
C4 -2.6437 -2.4430 -1.1639  -1.59
C5 -1.3481 -2.8022 -0.4861  -0.73
C6 -1.5023 -3.4755 0.8617  1.04
N1 -2.4924 -2.8682 1.7102  1.28
O1 -2.4267 -3.2543 3.0088  -0.35
C7 -0.1280 -3.4631 1.5745  -1.33
C8 -1.9454 -5.0808 0.6567  -1.47
C9 -4.9260 -3.0487 1.1914  -1.95
H1 -4.3525 -1.5428 3.0287  0.74
H2 -4.9165 -0.4355 1.8594  0.51
H3 -3.4823 -0.2136 2.5278  0.13
H4 -2.5921 -0.7138 -0.0441  -0.12
H5 -4.1865 -1.0897 -0.7787  0.57
H6 -2.6373 -1.8840 -1.9663  0.76
H7 -3.2239 -3.3344 -1.2578  0.48
H8 -0.8584 -1.8681 -0.4457  -0.01
H9 -0.7315 -3.5040 -1.1344  0.45
H10 0.6700 -3.4906 0.9583  0.40
H11 -0.0603 -4.2342 2.2713  0.46
H12 -0.0269 -2.4215 1.9381  0.06
H13 -1.9423 -5.7000 1.5903  0.36
H14 -1.3122 -5.5797 -0.0309  0.47
H15 -2.9596 -5.1610 0.1826  0.31
H16 -5.0914 -3.3299 2.0925  0.74
H17 -4.6672 -3.9869 0.5929  0.23
H18 -5.6566 -2.3903 0.7921  0.45
B1 0.7775 0.8611 0.3188  2.87
H19 0.4504 0.0732 1.2510  -0.55
H20 -0.0565 0.9033 -0.6409  -0.85
H21 0.7300 1.9839 0.7086  -0.47
H22 1.7476 0.4907 -0.3162  -0.59
N2 0.2119 0.3394 5.1268  0.44
C10 -0.6476 -0.6102 4.5324  -0.17
C11 -1.5566 -1.1484 5.6648  -0.66
C12 -1.1928 -0.1188 6.8229  -0.71
C13 -0.0741 0.6976 6.4340  -0.24
H23 0.7561 0.8967 4.4453  -0.01
H24 -0.6362 -1.0570 3.5346  0.26
H25 -2.3715 -1.7713 5.4444  0.49
H26 -1.4835 0.0629 7.9169  0.26
H27 0.7738 1.3441 6.8820  0.34
N3 -1.3256 5.7728 -1.4025  -0.04
C14 -1.4788 4.4482 -0.8963  -1.09
C15 -2.4735 3.7437 -1.7546  0.66
C16 -2.8640 4.6615 -2.8099  -1.29
C17 -2.0591 5.9707 -2.5043  -0.50
H28 -0.7820 6.6338 -0.9590  0.30
H29 -1.1044 4.2217 0.0283  0.69
H30 -2.7270 2.6913 -1.4578  0.30
H31 -3.7023 4.5933 -3.4741  0.42
H32 -2.1549 6.9041 -2.9693  0.50
N4 2.4848 -3.4070 -4.0632  -0.08
C18 3.3277 -4.2698 -3.2957  -0.39
C19 3.3078 -3.8343 -1.8094  -1.34
C20 2.2815 -2.6866 -1.7969  -0.28
C21 1.7017 -2.6053 -3.2417  -0.80
H33 2.5490 -3.4668 -5.0881  0.28
H34 3.8771 -5.2029 -3.9786  0.24
H35 3.9272 -4.0505 -1.0910  0.65
H36 2.0650 -2.0493 -0.9831  1.07
H37 0.8616 -1.9751 -3.4874  0.65
N5 1.6944 2.2701 -2.6921  0.19
C22 1.3196 3.5669 -3.1276  -0.12
C23 1.9251 3.7438 -4.4926  -0.65
C24 2.7821 2.5401 -4.8064  -0.44
C25 2.4914 1.5729 -3.6228  -0.17
H38 1.3702 1.7942 -1.8302  -0.08
H39 0.5679 4.2091 -2.6129  0.09
H40 2.0544 4.6307 -5.1322  0.37
H41 3.5997 2.2863 -5.6806  0.25
H42 2.9726 0.5425 -3.5334  0.15
N6 2.5925 1.2063 3.1188  0.38
C26 2.6343 2.3764 3.8799  -0.42
C27 3.3787 1.9638 5.2264  -0.76
C28 3.6658 0.5246 5.0278  -0.39
C29 3.1054 0.0784 3.7336  -0.35
H43 2.2325 1.1629 2.0447  -0.36
H44 2.1971 3.2759 3.5418  0.49
H45 3.8218 2.7226 5.9821  0.33
H46 4.3499 -0.1164 5.6273  0.37
H47 3.0996 -0.9895 3.2959  0.35
N7 -0.2603 1.0594 -4.6374  0.19
C30 -0.2641 0.6007 -6.0147  -0.83
C31 -1.3401 -0.5577 -6.1132  -0.62
C32 -1.9624 -0.6279 -4.7838  -0.62
C33 -1.2793 0.5021 -3.9372  -0.88
H48 0.3263 1.6585 -4.3270  0.58
H49 0.3406 0.9698 -6.5595  0.76
H50 -1.4073 -1.0888 -7.1036  0.33
H51 -2.7153 -1.3700 -4.5441  0.40
H52 -1.4805 0.5825 -2.9329  0.70
N8 -2.2007 1.9053 1.5756  1.43
C34 -3.5227 2.1796 1.3606  -0.81
C35 -4.1459 2.3813 2.6312  -0.82
C36 -3.0297 2.3623 3.7025  -0.87
C37 -1.7622 2.0548 2.7404  -0.91
H53 -1.5419 1.6390 0.7702  -0.76
H54 -4.0059 2.2801 0.4778  0.58
H55 -5.2040 2.5029 2.8603  0.43
H56 -3.0173 2.4820 4.8064  0.40
H57 -0.7805 1.9722 2.9624  0.97
N9 6.4662 0.5244 -0.2172  0.09
C38 7.2948 0.1642 -1.2176  -0.08
C39 6.3460 -0.5130 -2.2495  -1.31
C40 4.9701 -0.4764 -1.6639  0.33
C41 5.1357 0.2417 -0.2828  -1.17
H58 6.7613 0.9289 0.6163  0.18
H59 8.4791 0.3239 -1.1991  0.29
H60 6.7461 -0.7994 -3.1247  0.52
H61 4.0815 -0.9235 -2.0429  0.30
H62 4.5971 0.5312 0.4626  0.84

Output
Charge ... 0
Energy relative to the best compared isomer or geometry (same formula, charge and spin) ... 0.802 eV

(2)
Computed, not measured: a cluster of 10 separate species, C41H65BFN12O2 in total, with ωB97M-V/def2-TZVPD.

Last column: Mulliken charge in e.
Atoms and positions in Å:
C1 1.4428 -2.5350 2.5663  -1.14
C2 -0.0779 -2.1800 2.7137  1.25
C3 -0.5260 -0.9164 1.9364  -1.28
C4 -0.1726 -0.9548 0.4042  1.55
N1 -0.4666 -2.2611 -0.2098  0.39
C5 -0.3247 -2.3178 -1.6587  0.37
C6 1.0646 -2.6340 -2.3082  -0.26
C7 2.2872 -2.5546 -1.3506  0.00
O1 2.4272 -3.4783 -0.5681  -0.56
C8 3.3809 -1.4819 -1.3366  0.36
C9 3.2644 -0.1272 -0.9613  0.91
C10 4.3777 0.7560 -0.9467  -0.89
C11 5.6488 0.2809 -1.3163  -0.54
C12 5.7919 -1.0830 -1.7065  -0.67
C13 4.6839 -1.9367 -1.7139  -0.71
C14 -0.9239 -1.1162 -2.5348  -0.75
C15 -0.1504 0.2396 -2.6107  0.10
C16 -0.9072 1.5121 -2.1431  -0.56
C17 0.1686 2.6163 -1.8646  0.01
C18 -0.4555 3.9964 -1.4666  -1.03
N2 -0.0592 5.0107 -2.5066  -0.26
C19 -2.4343 -1.1896 -2.2558  0.52
C20 -3.5744 -0.2002 -2.2828  -1.57
N3 -2.6555 -2.4374 -1.9999  0.79
F1 -3.9511 -2.7641 -1.7636  -0.32
C21 -1.4867 -3.3387 -2.0433  0.09
C22 -1.4503 -4.0302 -3.4474  -1.62
B1 -1.7784 -4.5822 -1.0339  0.64
C23 -2.5720 -4.5217 0.3395  -0.64
O2 -1.2889 -5.8291 -1.4461  -0.67
H1 1.5436 -3.4929 2.0098  0.23
H2 1.9057 -2.7231 3.5524  0.44
H3 1.9860 -1.7742 1.9732  0.13
H4 -0.4172 -2.1405 3.7812  -0.62
H5 -0.6390 -3.0359 2.2723  -0.19
H6 0.0835 -0.0670 2.3326  0.40
H7 -1.5810 -0.6228 2.1043  0.35
H8 0.9238 -0.7848 0.3555  -0.53
H9 -0.7477 -0.1148 -0.0335  -0.68
H10 0.2077 -2.9058 0.2135  0.59
H11 1.2984 -2.0046 -3.1941  0.41
H12 1.0674 -3.6738 -2.6994  0.55
H13 2.3023 0.2833 -0.6315  0.03
H14 4.3055 1.8138 -0.6372  0.29
H15 6.5684 0.8778 -1.3072  0.40
H16 6.7732 -1.4996 -1.9783  0.36
H17 4.8242 -2.9943 -1.9854  0.39
H18 -0.8797 -1.4581 -3.5985  0.17
H19 0.7893 0.1287 -2.0428  -0.62
H20 0.1508 0.4161 -3.6648  0.59
H21 -1.5810 1.3553 -1.2759  0.37
H22 -1.5491 1.9365 -2.9495  0.36
H23 0.7232 2.7282 -2.8183  0.24
H24 0.8777 2.2734 -1.0915  -0.23
H25 0.0575 4.3029 -0.5303  0.32
H26 -1.5499 3.9547 -1.2871  0.44
H27 0.2579 5.8520 -2.0698  0.25
H28 -0.8345 5.1794 -3.1265  0.21
H29 -4.5147 -0.5935 -2.7041  0.49
H30 -3.2990 0.6761 -2.8990  0.33
H31 -3.7527 0.1506 -1.2428  0.34
H32 -1.5334 -3.2954 -4.2783  0.11
H33 -0.5603 -4.6478 -3.6332  0.38
H34 -2.3712 -4.6491 -3.5259  0.45
H35 -2.8317 -3.4815 0.5996  0.23
H36 -2.0041 -5.0215 1.1562  0.41
H37 -3.4932 -5.1397 0.2208  -0.02
H38 -0.7421 -6.1674 -0.7188  0.35
C24 3.6953 4.9503 1.4565  -1.02
C25 3.2860 4.1315 0.3028  0.65
N4 2.9655 3.4904 -0.6002  -0.49
H39 3.1385 5.8838 1.4655  0.40
H40 3.5001 4.4124 2.3781  0.13
H41 4.7598 5.1719 1.3923  0.31
C26 1.7589 7.7479 -5.7036  -1.01
C27 1.0492 7.0564 -4.6140  0.29
N5 0.4968 6.5041 -3.7623  -0.31
H42 2.2505 8.6393 -5.3167  0.27
H43 2.5095 7.0884 -6.1372  0.30
H44 1.0514 8.0395 -6.4783  0.28
C28 0.1596 10.4698 -2.4044  -0.65
C29 0.7518 9.9825 -1.1488  0.30
N6 1.2158 9.6013 -0.1672  -0.36
H45 0.9078 11.0110 -2.9816  0.24
H46 -0.2023 9.6264 -2.9919  0.18
H47 -0.6732 11.1373 -2.1891  0.28
C30 3.7775 -0.8126 5.9866  -0.90
C31 2.3109 -0.9137 5.9332  0.38
N7 1.1636 -0.9962 5.8915  -0.35
H48 4.1034 0.1019 5.4934  0.27
H49 4.1092 -0.7958 7.0235  0.33
H50 4.2253 -1.6678 5.4828  0.28
C32 -1.6394 -4.1776 -7.7808  -0.98
C33 -1.3190 -3.0150 -6.9386  0.47
N8 -1.0684 -2.1034 -6.2818  -0.41
H51 -0.9666 -5.0009 -7.5455  0.28
H52 -2.6658 -4.4930 -7.6004  0.28
H53 -1.5267 -3.9145 -8.8312  0.35
C34 -1.8520 0.0385 5.9737  -0.24
C35 -3.1270 0.2847 6.6668  0.11
N9 -4.1238 0.4773 7.2097  -0.40
H54 -2.0305 -0.5068 5.0479  0.06
H55 -1.3678 0.9862 5.7427  0.27
H56 -1.1905 -0.5474 6.6064  0.19
C36 -2.3931 -3.6805 7.4420  -0.99
C37 -1.9289 -3.5477 6.0526  0.40
N10 -1.5693 -3.4512 4.9618  -0.40
H57 -2.2247 -4.6978 7.7917  0.34
H58 -1.8474 -2.9886 8.0820  0.28
H59 -3.4570 -3.4549 7.4992  0.30
C38 -5.9240 -7.1506 1.1775  -0.64
C39 -6.2602 -7.7812 2.4633  0.25
N11 -6.5231 -8.2736 3.4691  -0.33
H60 -4.9931 -7.5661 0.7938  0.22
H61 -6.7187 -7.3334 0.4559  0.30
H62 -5.8059 -6.0762 1.3124  0.20
C40 1.2319 4.4317 5.1151  -0.70
C41 2.0528 5.4270 4.4075  0.37
N12 2.6930 6.2072 3.8538  -0.41
H63 1.4813 4.4334 6.1750  0.30
H64 0.1765 4.6727 4.9974  0.28
H65 1.4187 3.4391 4.7065  0.20

Output
Charge ... +1

Number 1: F_max 16.88 eV/Å, HOMO -7.2 eV. Number 2: F_max 5.75 eV/Å, HOMO -10.1 eV.